[1]
{"formula": "H16O8", "method": "wB97M-V/def2-TZVPD", "energy_ha": -611.5187, "fmax_ev_per_a": 0.939, "relative_energy_kj_mol": 167.9, "orbital_gap_ev": 11.009, "species": ["O", "H", "H", "O", "H", "H", "O", "H", "H", "O", "H", "H", "O", "H", "H", "O", "H", "H", "O", "H", "H", "O", "H", "H"], "positions_angstrom": [[-0.373451, 2.616089, 0.609506], [-0.514172, 3.400846, 0.070590], [0.492168, 2.770017, 1.055024], [0.199107, -2.502409, -2.904428], [-0.425305, -2.617704, -2.171075], [0.910341, -3.122178, -2.716085], [0.218386, -1.056502, 3.147141], [0.498714, -0.490598, 2.417472], [0.807035, -0.830335, 3.875237], [0.174302, 0.178675, -0.397239], [-0.596841, -0.155455, -0.870074], [-0.151263, 0.974851, 0.105977], [-2.083588, -3.205474, -1.091904], [-2.811466, -3.631488, -1.556947], [-2.227884, -2.246932, -1.219647], [2.046115, 2.729029, 2.019658], [2.822943, 3.293133, 2.083858], [2.308793, 2.021790, 1.380651], [-2.705471, -0.460318, -1.073734], [-3.640007, -0.595323, -0.872833], [-2.606595, 0.498388, -1.133530], [2.639744, 1.197845, -0.292093], [1.778484, 0.729225, -0.473361], [3.239910, 0.504828, 0.007835]], "forces_ev_per_angstrom": [[0.3294, 0.2530, 0.3317], [0.0114, -0.1080, -0.0440], [-0.4183, 0.1824, 0.0258], [-0.0394, 0.1100, 0.1310], [0.0920, -0.3070, -0.2007], [-0.0430, 0.0434, 0.0146], [0.1250, 0.0898, -0.0057], [-0.0886, -0.1091, 0.0131], [-0.0612, 0.0124, -0.0622], [-0.4573, 0.5163, 0.6367], [0.3134, -0.1975, 0.0491], [0.1312, -0.5322, -0.6935], [-0.0623, 0.4891, -0.1121], [0.1406, -0.0172, -0.0450], [-0.0199, -0.5003, 0.1952], [0.0909, -0.6124, -0.2692], [-0.1005, 0.0593, -0.0379], [0.0615, 0.5216, 0.0731], [-0.3002, 0.3639, -0.0550], [0.1259, -0.0018, 0.0731], [-0.0238, -0.1087, -0.0446], [-0.4150, -0.3861, 0.3504], [0.6472, 0.2427, -0.1055], [-0.0392, -0.0036, -0.2185]]}

[2]
{"formula": "H16O8", "method": "wB97M-V/def2-TZVPD", "energy_ha": -611.1734, "fmax_ev_per_a": 1.512, "relative_energy_kj_mol": 1074.5, "orbital_gap_ev": 3.459, "species": ["O", "H", "H", "O", "H", "H", "O", "H", "H", "O", "H", "H", "O", "H", "H", "O", "H", "H", "O", "H", "H", "O", "H", "H"], "positions_angstrom": [[0.569997, -1.988145, 0.170082], [1.113191, -1.282283, 0.573796], [-0.203925, -1.757868, 0.720479], [1.902215, 1.893330, -0.409416], [2.555589, 2.468706, -0.831890], [1.388387, 0.543636, -1.751961], [-2.451067, -0.108673, -3.156012], [-1.904322, 1.215017, -0.719868], [-1.534528, -0.178837, -2.838155], [2.632129, -0.236499, 0.739377], [2.402308, 0.640023, 0.292853], [3.409631, -0.598160, 0.302682], [1.208908, -0.351656, -2.108986], [-2.812962, 0.286932, -2.346331], [0.932258, -0.912925, -1.345337], [-2.230024, -0.882033, 0.561166], [-3.191339, -0.973058, 0.520987], [-1.976488, -0.261697, -0.165755], [-0.226331, -0.960116, 2.893837], [-1.173329, -1.087673, 2.784753], [-0.076507, -0.026250, 2.653374], [-0.078871, 1.357656, 1.525681], [-0.867173, 1.459478, 0.977019], [0.612252, 1.741094, 0.957624]], "forces_ev_per_angstrom": [[-0.6580, 1.1854, 0.5953], [0.9756, -0.4969, -0.2258], [-0.1567, -0.8567, -0.3585], [-0.6229, 0.0720, -0.2966], [0.0347, 0.0688, 0.1209], [-0.1130, -0.6216, 0.0132], [0.5821, 0.4935, 1.3058], [0.4157, 0.0811, 0.0772], [0.3933, -0.4494, -0.8218], [-0.0267, 0.4806, 0.1645], [0.2665, -0.5318, 0.1407], [-0.0302, 0.0147, -0.1145], [-0.2723, 0.3209, 0.2736], [-0.8061, -0.0418, -0.4457], [0.1397, 0.1880, -0.3427], [-0.0747, 0.7115, -0.3286], [0.0360, -0.0158, -0.1021], [-0.0588, -0.7832, 0.3138], [0.0068, 0.0890, 0.1366], [0.0131, 0.0437, 0.0530], [-0.0637, -0.4993, 0.0371], [-0.1134, 0.4770, -0.6167], [-0.1825, 0.0947, 0.3214], [0.3157, -0.0245, 0.0997]]}

[3]
{"formula": "H16O8", "method": "wB97M-V/def2-TZVPD", "energy_ha": -611.4046, "fmax_ev_per_a": 6.867, "relative_energy_kj_mol": 467.4, "orbital_gap_ev": 10.177, "species": ["H", "H", "H", "H", "H", "H", "H", "H", "H", "H", "H", "H", "H", "H", "H", "H", "O", "O", "O", "O", "O", "O", "O", "O"], "positions_angstrom": [[1.139886, -0.732823, -1.946228], [0.773550, -0.305583, -0.534384], [-0.824979, -0.083926, 3.369213], [-1.121557, 1.301736, 2.819644], [-0.258743, -0.813839, -3.927130], [0.246303, 0.460027, -3.269683], [-3.276694, -3.749518, -3.281133], [-2.700185, -2.799805, -2.243963], [-1.992390, -1.561661, 1.952171], [-1.817327, -2.136506, 3.348218], [-0.873028, 3.525634, 1.467508], [-0.096660, 3.924129, 0.223122], [2.894145, 2.336980, -1.355149], [1.749032, 2.850557, -0.497830], [1.589202, 0.510598, 2.349496], [3.081284, 0.224234, 2.391026], [1.148670, -1.040332, -1.032801], [-0.986292, 0.387980, 2.544427], [0.522295, -0.253582, -3.855842], [-2.904968, -3.729922, -2.392075], [-1.567404, -1.384909, 2.799009], [-0.777315, 3.315478, 0.531739], [2.440812, 2.179756, -0.519231], [2.310221, 0.156751, 1.816661]], "forces_ev_per_angstrom": [[0.1624, -0.2315, -0.0831], [0.3019, -0.0309, 0.2720], [0.0428, 0.6278, -0.4898], [0.1841, 0.4767, -0.3213], [0.0946, -0.0434, -0.0180], [-0.0507, 0.1073, -0.1513], [0.0146, -0.0766, 0.0878], [0.0385, -0.1109, 0.0819], [0.1575, 0.1925, 0.0289], [-0.0877, -0.5903, -0.1193], [0.0079, -0.0410, -0.0950], [-0.1674, 0.0405, 0.0630], [0.0415, -0.0676, 0.0468], [0.0464, -0.1650, 0.0581], [-0.2142, -0.0861, -0.1517], [-0.0185, -0.0274, -0.1551], [-0.3249, 0.0645, -0.0892], [2.0139, 5.7091, -0.0067], [-0.1040, 0.0972, 0.0891], [-0.0562, 0.1815, -0.1563], [-2.2148, -6.4276, 0.9655], [0.1323, 0.1268, 0.0018], [-0.0889, 0.2426, -0.2246], [0.0888, 0.0318, 0.3665]]}

[4]
{"formula": "H16O8", "method": "wB97M-V/def2-TZVPD", "energy_ha": -611.5029, "fmax_ev_per_a": 1.030, "relative_energy_kj_mol": 209.4, "orbital_gap_ev": 9.811, "species": ["O", "H", "H", "O", "H", "H", "O", "H", "H", "O", "H", "H", "O", "H", "H", "O", "H", "H", "O", "H", "H", "O", "H", "H"], "positions_angstrom": [[-0.367025, -0.094322, -0.356955], [-1.116482, 0.431716, -0.077966], [0.267557, -0.003939, 0.353931], [-3.085080, 0.407183, -2.689720], [-2.628263, -0.231470, -2.142312], [-3.482594, 1.016070, -2.067253], [3.574168, -1.579771, -0.098785], [3.888982, -2.327889, 0.408605], [2.908619, -1.175338, 0.457730], [1.466171, -1.257278, -1.897902], [0.831586, -0.849763, -1.308444], [2.135749, -1.618505, -1.317039], [-3.808767, -1.393723, 1.102473], [-4.121556, -1.663435, 1.965982], [-3.272045, -0.619647, 1.272641], [1.902515, -0.067551, 1.950667], [2.295061, 0.527066, 1.311465], [2.601601, -0.236356, 2.582333], [2.512585, 1.567572, 0.047164], [1.723035, 1.639472, -0.489182], [3.224680, 1.825315, -0.538270], [-2.374988, 1.530696, 0.567440], [-1.989283, 2.319430, 0.948718], [-3.086223, 1.854465, 0.014681]], "forces_ev_per_angstrom": [[0.2707, 0.0301, -0.0546], [-0.4879, 0.3342, 0.0626], [0.1360, -0.2109, 0.6022], [-0.0551, 0.1856, -0.1869], [0.2296, -0.3279, 0.1099], [-0.1724, 0.0637, -0.0058], [0.4136, -0.0792, -0.2175], [0.1009, -0.2627, 0.0690], [-0.3336, 0.2267, 0.4706], [0.1793, -0.0442, -0.5291], [-0.5032, 0.0137, -0.2314], [0.4618, -0.2293, -0.0731], [-0.1116, -0.0658, -0.2220], [-0.0997, -0.1241, 0.1837], [0.2455, 0.2768, 0.0310], [-0.4142, -0.8456, 0.4166], [0.3437, 0.7869, -0.4658], [0.0213, -0.0925, 0.3296], [0.0700, 0.4601, -0.0720], [-0.3760, -0.1113, -0.3025], [0.3172, -0.1090, -0.1164], [-0.1646, -0.1566, 0.1306], [0.1850, 0.2283, 0.2122], [-0.2564, 0.0530, -0.1408]]}

[5]
{"formula": "H16O8", "method": "wB97M-V/def2-TZVPD", "energy_ha": -611.4125, "fmax_ev_per_a": 6.830, "relative_energy_kj_mol": 446.7, "orbital_gap_ev": 10.518, "species": ["O", "H", "H", "O", "H", "H", "O", "H", "H", "O", "H", "H", "O", "H", "H", "O", "H", "H", "O", "H", "H", "O", "H", "H"], "positions_angstrom": [[-0.669497, 2.909701, -0.222000], [-0.507851, 2.645990, -1.073437], [0.092347, 3.273871, -0.011885], [-3.206098, -0.356309, -0.093861], [-2.570272, -0.365826, 0.697919], [-3.397170, -1.146100, -0.523776], [0.390632, 0.416737, -2.657496], [1.063657, 0.776348, -3.176288], [-0.181100, -0.058927, -3.358170], [1.801287, -0.885678, 2.530976], [1.119667, -0.934751, 3.196072], [1.471392, -0.959416, 1.408341], [0.269881, -0.049567, 0.192290], [0.417789, 0.033161, -0.699513], [-0.434492, 0.569525, 0.273787], [2.534046, 1.604266, 0.460789], [1.713443, 1.182614, 0.441989], [2.739525, 2.027089, 1.331918], [-2.022181, -1.359475, 2.391448], [-2.685038, -1.686037, 2.852089], [-1.768363, -0.531011, 2.722153], [1.480378, -2.550434, -2.547773], [1.742752, -2.523438, -1.521290], [0.605266, -2.032333, -2.614282]], "forces_ev_per_angstrom": [[-5.8007, -1.8389, 1.3658], [0.0885, -1.2585, -3.5871], [5.7616, 2.9385, 2.1947], [1.3518, 3.5614, 2.2354], [-1.6619, -1.3171, -2.0365], [0.1664, -2.4175, -0.3642], [-3.2952, -2.0261, -0.6359], [2.0366, 0.9762, -1.1500], [1.1664, 1.2131, 1.8128], [0.3025, -0.1824, -4.9389], [-0.9061, -0.2505, -0.5790], [0.5230, 0.5001, 5.7713], [0.1174, -0.8696, 2.8113], [0.9380, -0.1582, -3.9352], [-1.1627, 0.9846, 0.7229], [3.0286, 2.1902, 0.4634], [-2.1388, -1.0879, 0.7609], [-0.7546, -1.0022, -1.1661], [4.6613, 0.7423, -4.3731], [-4.9292, -2.1847, 3.5118], [0.4135, 1.5901, 1.0442], [-1.0091, 1.0860, 3.0454], [-1.1052, 0.0307, -3.5209], [2.2078, -1.2197, 0.5472]]}

[6]
{"formula": "H17O9", "method": "wB97M-V/def2-TZVPD", "energy_ha": -687.4243, "fmax_ev_per_a": 2.190, "total_charge": -1, "relative_energy_kj_mol": 73.2, "orbital_gap_ev": 9.849, "species": ["O", "H", "H", "O", "H", "O", "H", "H", "O", "H", "H", "O", "H", "H", "O", "H", "H", "O", "H", "H", "O", "H", "H", "O", "H", "H"], "positions_angstrom": [[0.691094, 1.887677, 3.600913], [-1.398784, -1.740664, -1.399421], [2.030821, 1.502792, -1.790174], [0.768364, -3.669538, 1.377950], [0.816575, -2.682671, 1.278939], [-0.335430, 0.609141, -0.198203], [0.357907, 1.260478, -0.341826], [-0.253540, -0.850900, -0.559024], [-1.337751, 2.346849, 1.828961], [0.411858, -0.423401, 0.738432], [-1.508227, 1.517199, 1.366013], [2.499608, 0.844844, -1.273468], [-0.096857, 2.026182, 3.037133], [-0.760059, 2.846381, 1.247543], [0.797270, -0.964831, 1.537670], [-2.035088, 1.571005, -2.367440], [-0.006145, -0.964580, 2.068707], [-0.582300, -1.803485, -0.896899], [1.822029, 0.152449, -1.283305], [0.343663, -3.888404, 0.542143], [0.655731, -1.161437, -3.131456], [-0.080438, -0.917082, -3.697135], [0.190991, -1.391876, -2.261739], [-2.536889, 1.346734, -1.580623], [-1.906169, 0.944029, -0.933550], [1.451766, 1.603109, 3.089859]], "forces_ev_per_angstrom": [[-0.0164, 0.3043, 0.7924], [-0.1629, 0.4856, 0.3643], [0.2175, 0.3624, -0.2723], [-0.0871, 0.4263, -0.4167], [0.1679, -0.4310, 0.4423], [0.0020, -0.2174, 0.0578], [-0.0273, -0.0986, 0.0689], [-1.7270, -0.8073, -1.0774], [-0.4674, 0.3593, 0.5610], [0.8975, -0.0355, 1.5291], [0.4088, -0.0343, -0.4359], [-0.3718, -0.0212, 0.0116], [0.5616, -0.2637, -0.2072], [-0.0581, -0.1625, -0.2526], [-0.6416, 0.7066, -0.9695], [0.2496, -0.1383, 0.2306], [0.1417, -0.1363, 0.4434], [0.8546, 0.1644, 0.3730], [0.3390, -0.3023, 0.0648], [-0.0467, -0.2006, 0.0047], [-0.4199, -0.0322, 0.5705], [0.0427, 0.1022, -0.1765], [0.7378, -0.1370, -0.8657], [-0.6222, -0.1732, 0.1737], [0.4260, 0.4345, -0.6263], [-0.3985, -0.1543, -0.3879]]}

> Which formula does entry 1 have?

H16O8